[1]
15
Properties=species:S:1:pos:R:3:forces:R:3 method="wB97M-V/def2-TZVPD" e_tot_ha=-1065.7980 lumo_ev=0.2 de_lowest_kcal_mol=115.5
H -1.1165 -2.9029 1.1512 0.4 -1.6 2.7
H -1.0078 0.9741 -1.0690 0.7 -0.4 0.4
H 3.4797 1.2535 1.5473 -0.1 -0.5 -1.2
C -1.3539 -2.4278 0.2863 -0.4 -0.2 -2.8
C 2.5407 0.9169 1.0352 0.6 0.0 2.4
H 2.0003 1.8547 0.9215 -0.4 -0.2 -0.6
O 3.8216 -0.9992 -0.2353 1.1 -1.3 0.6
O 1.2373 -0.9308 -0.2876 1.3 0.2 -0.7
H -1.7575 -3.1857 -0.4859 0.8 2.0 0.7
H 2.0816 0.3466 1.8852 0.0 0.1 -1.1
S 2.7247 -0.1143 -0.4675 -3.0 1.4 0.1
H -1.0834 -0.4687 -1.9635 0.1 -1.3 -2.0
C -1.3123 -0.0838 -1.0392 2.2 1.6 2.1
S -0.5177 -1.0438 0.3233 -0.9 0.9 -0.7
H -2.2964 -0.0012 -0.7474 -2.4 -0.5 0.2



[2]
15
Properties=species:S:1:pos:R:3:forces:R:3 method="wB97M-V/def2-TZVPD" e_tot_ha=-957.1282 lumo_ev="0.3 / 0.5" de_lowest_kcal_mol=91.3
H 1.7110 2.0489 -0.7157 -0.3 0.2 -0.1
S -3.2797 -0.8020 0.8947 -0.9 1.1 -1.2
H 1.6077 -1.8063 1.4839 0.0 -0.1 -0.8
H 0.0061 2.7852 -0.6288 1.2 -0.4 0.6
C 0.7984 2.1567 -0.1219 -1.2 -1.0 -0.2
H -4.3544 -0.4643 -0.0051 1.6 -0.2 1.0
H 0.8327 -2.8711 -0.7946 1.1 1.6 1.1
Si 1.6177 -1.6594 -0.0298 0.6 -1.7 -0.6
H -1.2779 -1.3637 -0.1964 -0.1 1.6 0.0
C 0.1944 0.7399 0.0460 0.0 3.5 1.0
C -1.8125 -0.3791 -0.0303 -1.2 -3.3 -0.1
H 1.1081 2.5731 0.8392 -0.3 0.2 -0.1
H 3.0555 -1.4155 -0.5991 -1.3 -0.6 0.6
O -1.1010 0.7047 0.2719 1.3 -0.2 -0.3
O 0.8938 -0.2470 -0.4138 -0.5 -0.6 -0.9